C3H5F2N | ωB97M-V/def2-TZVPD

Computed properties:
- energy relative to the best compared isomer or geometry (same formula, charge and spin) (kJ/mol) = 284.41
- HOMO (eV) = -8.03
- maximum force (eV/A) = 3.87
- HOMO-LUMO gap (eV) = 8.98
- total charge = 0
- spin multiplicity = 1
- E (Eh) = -371.66006

Bonds (Å) are listed after each position.
Positions of all 11 atoms, in Å:
1 F -0.82 1.61 -0.77  C6 1.363
2 F 0.27 -1.21 -2.08  C4 1.364
3 N -0.40 -1.14 0.25  C4 1.486, C5 1.451, H9 1.057
4 C 0.61 -0.86 -0.80  F2 1.364, N3 1.486, H8 1.108
5 C -0.32 0.12 0.98  N3 1.451, C6 1.541, H7 1.148, H11 1.082
6 C 0.22 1.18 0.00  F1 1.363, C5 1.541, H10 1.142
7 H 0.35 -0.05 1.89  C5 1.148
8 H 1.69 -1.04 -0.62  C4 1.108
9 H -1.32 -1.14 -0.27  N3 1.057
10 H 0.98 2.03 0.04  C6 1.142
11 H -1.25 0.51 1.39  C5 1.082

Here are the natural (NBO) charges for atoms 1 to 6, given in e: atom 1 (F): -0.3685, atom 2 (F): -0.3372, atom 3 (N): -0.6511, atom 4 (C): 0.3707, atom 5 (C): -0.3003, atom 6 (C): 0.1400